This record from the Open Molecules 2025 dataset describes a cluster of 2 separate species, CHNOS in total. The level of theory is wB97M-V/def2-TZVPD.

Last column: Mulliken spin population.
Element x y z (Å)
C1 -1.0793 1.4754 0.4161  0.000
N1 -1.5849 0.4470 0.6375  0.000
O1 3.1979 0.6500 -1.0000  0.662
S1 3.4639 -0.0263 0.3247  1.338
H1 -0.8144 2.3535 0.0529  0.000

## Properties
ΔE to the lowest compared entry with this formula, charge and spin = 2.67 kcal/mol
calculated total energy = -15423.3025 eV
Kohn-Sham gap (spin up / spin down) = 10.6 / 11.3 eV
⟨S²⟩ = 2.01
charge = 0
2S+1 = 3
LUMO level (spin up / spin down) = 0.7 / -1.4 eV